[1]
The following is a DFT calculation (ωB97M-V with the def2-TZVPD basis set) of an isolated molecule of C6H7ClN4 in a non-equilibrium geometry.

Last columns: bonded neighbours and bond lengths (Å).
Element x y z (Å)
1 H -4.3289 -0.2365 -0.3857  N2 1.032
2 N -3.5189 0.3428 -0.1152  H1 1.032, C3 1.279
3 C -2.3828 -0.2327 -0.0022  N2 1.279, N4 1.396, N5 1.402
4 N -1.9269 -1.5508 -0.0690  C3 1.396, H13 1.033, H14 1.091
5 N -1.3561 0.7010 0.1953  C3 1.402, C6 1.404, H15 1.041
6 C 0.0160 0.4949 -0.0166  N5 1.404, C7 1.372, N12 1.400
7 C 1.0306 1.4163 -0.0691  C6 1.372, C8 1.314, H16 1.032
8 C 2.3289 1.2247 0.0036  C7 1.314, C9 1.398, H17 1.104
9 C 2.8338 -0.0776 -0.0541  C8 1.398, Cl10 1.759, C11 1.429
10 Cl 4.5576 -0.4184 0.0172  C9 1.759
11 C 1.7997 -1.0632 -0.0695  C9 1.429, N12 1.257, H18 1.126
12 N 0.5733 -0.7879 -0.0677  C6 1.400, C11 1.257
13 H -1.0198 -1.7916 0.3619  N4 1.033
14 H -2.6800 -2.0976 0.4996  N4 1.091
15 H -1.6020 1.7021 0.3430  N5 1.041
16 H 0.7099 2.3940 -0.1506  C7 1.032
17 H 2.9087 2.1340 -0.2325  C8 1.104
18 H 2.0567 -2.1533 -0.1883  C11 1.126

ΔE to the lowest compared entry with this formula, charge and spin: 0.031 eV
energy: -24817.3209 eV
HOMO: -0.3080 Ha
max |F|: 5.5 eV Å⁻¹
E_LUMO: 0.69 eV
frontier orbital gap: 9.07 eV

Charge distribution, Mulliken scheme, values in e: H 0.232; N -0.700; C 0.377; N -0.494; N -0.244; C 0.561; C -0.479; C -0.429; C 0.168; Cl -0.202; C -0.232; N -0.459; H 0.371; H 0.275; H 0.246; H 0.355; H 0.315; H 0.338

[2]
The following is a DFT calculation (ωB97M-V with the def2-TZVPD basis set) of an isolated molecule of C6H7ClO2 in a non-equilibrium geometry.

Last columns: bonded neighbours and bond lengths (Å).
Element x y z (Å)
1 C -0.5957 1.9220 2.5755  O2 1.416, H10 1.093, H11 1.098, H12 1.107
2 O 0.0488 1.3486 1.4523  C1 1.416, C3 1.347
3 C -0.5296 0.5128 0.5676  O2 1.347, O4 1.254, C5 1.532
4 O -1.5898 -0.1199 0.7873  C3 1.254
5 C 0.4213 0.0300 -0.5320  C3 1.532, Cl6 1.694, C7 1.399
6 Cl 1.9605 0.7015 -0.7539  C5 1.694
7 C -0.2651 -1.0627 -1.0717  C5 1.399, C8 1.487, C9 1.553
8 C -1.3345 -2.0657 -0.8250  C7 1.487, C9 1.595, H13 1.146, H14 1.191
9 C -0.2351 -2.3463 -1.9455  C7 1.553, C8 1.595, H15 1.027, H16 1.257
10 H -1.4791 2.5196 2.3354  C1 1.093
11 H -0.9122 1.0719 3.1944  C1 1.098
12 H 0.3581 2.4099 2.8541  C1 1.107
13 H -2.2404 -1.5846 -1.3352  C8 1.146
14 H -1.3391 -2.5359 0.2694  C8 1.191
15 H 0.4196 -3.1345 -1.8808  C9 1.027
16 H -0.5764 -2.4425 -3.1513  C9 1.257

ΔE to the lowest compared entry with this formula, charge and spin: 2.853 eV
energy: -22948.5831 eV
HOMO: -0.3404 Ha
max |F|: 5.1 eV Å⁻¹
E_LUMO: 0.41 eV
frontier orbital gap: 9.67 eV

Charge distribution, Mulliken scheme, values in e: C -0.641; O -0.262; C 0.756; O -0.588; C -0.120; Cl -0.178; C 0.369; C -0.401; C -0.644; H 0.275; H 0.280; H 0.243; H 0.215; H 0.244; H 0.285; H 0.168